No. 1
This record from the OMol25 dataset describes a gas-phase ion, C4H5N2O (charge +1). The level of theory is the ωB97M-V functional and the def2-TZVPD basis.

As for the net charge: +1. As for the calculated total energy: -339.65843 hartree. As for the LUMO energy: -7.54 eV. For the energy above the lowest of the compared OMol25 structures with the same formula, charge and spin, the calculation gives 130.83 kcal per mole. The strongest force on any atom comes out at 0.127 Eh/bohr. The molar mass comes out at 97.1 g/mol. The value obtained for the HOMO energy is -14.59 eV.

Element x y z (Å)
C  1.36923  0.12498  0.10029
C  1.41563  -0.82203  -0.96721
C  0.13936  0.45017  0.49142
C  -1.02010  0.91542  1.19250
N  0.35097  -1.21187  -1.52843
N  -0.75106  -0.80704  -1.06492
O  -1.93153  -0.90332  -1.20429
H  2.35199  0.44004  0.35930
H  2.18526  -1.35326  -1.39174
H  -1.85356  0.85074  0.49164
H  -1.13201  2.02686  1.44407
H  -1.12418  0.28933  2.07736

No. 2
This record from the OMol25 dataset describes a gas-phase ion, C4H5N2O (charge +1). The level of theory is the ωB97M-V functional and the def2-TZVPD basis.

As for the net charge: +1. As for the calculated total energy: -339.52780 hartree. As for the LUMO energy (spin up / spin down): -4.93 / -8.26 eV. For the energy above the lowest of the compared OMol25 structures with the same formula, charge and spin, the calculation gives 149.25 kcal per mole. The strongest force on any atom comes out at 0.160 Eh/bohr. The molar mass comes out at 97.1 g/mol. As for the spin multiplicity: 3. The value obtained for the HOMO energy (spin up / spin down) is -11.60 / -14.62 eV.

Element x y z (Å)
C  -2.13147  -1.62203  -0.28339
C  -1.06394  -0.90923  -0.18768
C  0.42909  -0.31433  -0.25294
C  -1.85204  0.47433  0.20775
N  0.29135  0.98614  -0.35828
N  1.48081  -1.10363  -0.28743
O  -1.00327  1.44947  -0.39002
H  -2.78362  0.65024  -0.30278
H  -1.75727  0.44502  1.20285
H  0.91944  1.65976  -0.51676
H  1.53345  -2.10084  0.01086
H  2.51378  -0.85397  -0.33308